A structure of composition C35H48N14O5PbS2. Source: the Open Molecules 2025 dataset; level of theory: wB97M-V/def2-TZVPD.

```
105
Properties=species:S:1:pos:R:3:forces:R:3:mulliken_charge:R:1
Pb 0.160043 -1.303428 -0.439244 -0.1 0.1 0.1 1.837
O 2.610375 -1.402937 -4.227464 0.0 0.0 0.0 -0.814
C 2.132822 -1.202511 -3.106190 0.0 -0.2 0.1 -0.598
N 1.064571 -1.786063 -2.561933 -0.1 0.2 -0.1 0.262
C 0.444869 -2.810410 -3.380345 0.1 0.1 0.1 -1.058
C -1.016460 -2.997932 -3.067592 0.0 0.0 0.1 0.633
C -1.886102 -3.535244 -4.008199 -0.1 0.0 0.0 -0.835
C -3.211288 -3.735258 -3.665833 0.1 0.0 -0.1 -0.423
C -3.646415 -3.379645 -2.398836 -0.1 0.0 0.0 -0.882
C -2.729828 -2.832447 -1.526833 0.1 0.0 0.0 -0.424
N -1.444264 -2.668249 -1.846397 0.0 0.0 -0.1 0.398
C 2.871456 -0.207546 -2.204759 0.0 -0.2 0.0 0.442
C 4.198067 0.200441 -2.619694 0.1 0.0 0.0 -0.578
C 4.966105 0.913270 -1.776770 -0.1 0.0 0.0 -1.449
C 4.410336 1.545146 -0.588350 0.0 -0.2 0.2 -0.284
C 2.978436 1.031042 -0.238773 0.3 0.3 0.3 -0.759
N 2.384793 0.070827 -1.047306 -0.2 0.1 -0.3 1.771
H 0.938248 -3.774611 -3.191584 0.0 0.0 -0.1 0.118
H 0.575289 -2.598257 -4.442155 0.0 0.0 -0.1 0.473
H -1.517647 -3.780099 -4.996378 0.0 0.0 0.0 0.487
H -3.903756 -4.148819 -4.388321 0.0 0.0 0.0 0.406
H -4.681164 -3.488247 -2.105869 0.0 0.0 0.0 0.409
H -3.019694 -2.497440 -0.537736 0.0 0.0 0.0 0.462
H 4.576645 -0.242256 -3.529737 0.0 0.0 0.0 0.561
H 6.034629 0.986381 -1.944685 0.0 0.1 0.0 0.446
H 5.077287 1.765858 0.235426 0.0 0.0 0.0 0.584
H 1.600044 0.869146 1.222108 0.1 0.0 0.0 -0.488
C -1.843240 1.563759 4.058756 0.0 0.1 -0.1 -0.828
N -1.485428 0.166680 4.188778 0.2 -0.1 0.0 0.033
C -2.419774 -0.615586 4.985589 0.1 0.0 -0.1 -1.110
C -0.598324 -0.394678 3.294616 -0.3 0.0 0.0 0.282
N -0.148759 0.118546 2.219452 0.1 0.1 0.0 0.243
N -0.098776 -1.646321 3.710060 0.1 0.2 0.3 -0.143
C -0.085174 -2.801819 2.962804 0.2 -0.1 0.0 0.407
N 0.559097 -3.850412 3.608328 -0.1 0.0 0.1 -0.553
N -0.672104 -2.870136 1.838120 -0.4 -0.2 -0.2 -0.500
H -1.997999 1.984360 5.053471 0.0 0.0 0.0 0.375
H -2.765707 1.692662 3.481922 0.0 0.0 0.0 0.359
H -1.050607 2.122727 3.566512 0.0 0.0 0.0 0.063
H -2.316125 -0.385949 6.049204 0.0 0.0 0.0 0.311
H -2.269299 -1.679295 4.834489 0.1 0.0 0.0 0.374
H -3.447023 -0.381751 4.690306 0.0 0.0 0.0 0.333
H -0.622913 0.972874 1.943101 -0.2 0.1 0.2 -0.590
H 0.111638 -1.738945 4.687928 -0.1 0.0 0.1 0.332
H 1.305908 -3.611085 4.240230 0.1 0.1 -0.1 0.210
H 0.787597 -4.624648 3.007440 0.0 0.0 0.0 0.245
H -0.573651 -3.794020 1.427089 0.1 0.0 0.0 0.140
C -7.080702 4.010421 0.469695 0.1 0.0 0.0 -1.506
C -5.576508 3.996131 0.397996 0.0 0.0 0.0 0.977
C -4.859079 5.178760 0.248280 0.0 0.0 0.0 -0.773
C -3.471790 5.170918 0.204955 0.0 -0.1 0.0 -0.462
C -2.801291 3.964410 0.324268 0.0 0.1 0.1 -0.451
C -3.494025 2.766553 0.462446 0.0 0.0 0.0 -0.212
C -4.876587 2.793381 0.495145 0.0 0.0 0.0 -1.220
S -1.032863 3.931150 0.300986 0.0 0.2 -0.1 1.442
O -0.581465 5.247956 -0.052073 0.0 -0.1 0.0 -0.828
O -0.596726 3.335411 1.542305 0.1 -0.1 0.0 -0.434
N -0.629602 2.883273 -0.865380 0.0 -0.2 -0.1 0.745
C -1.216977 3.030825 -2.217810 0.1 0.0 0.1 -0.737
C -1.271728 1.675375 -2.928891 0.0 0.1 0.1 -0.465
C -2.085565 0.629288 -2.160819 0.1 -0.1 -0.3 0.561
O -3.081259 0.126627 -2.665536 0.1 0.1 0.2 -0.747
O -1.599295 0.347747 -0.991734 0.1 -0.2 0.2 -0.903
H -7.491973 4.890562 -0.024104 0.0 0.0 0.0 0.382
H -7.412091 4.026614 1.510338 0.0 0.0 0.0 0.295
H -7.505227 3.122039 0.001575 0.0 0.0 0.0 0.367
H -5.392114 6.117790 0.150563 0.0 0.0 0.0 0.369
H -2.900516 6.081367 0.075962 0.0 0.0 0.0 0.543
H -2.958469 1.822399 0.503608 -0.1 0.0 0.0 0.675
H -5.425644 1.862154 0.580285 0.0 0.0 0.0 0.409
H -0.782902 1.919152 -0.531722 0.0 0.1 -0.2 -0.450
H -0.613018 3.732469 -2.792146 0.0 0.0 0.0 0.400
H -2.230491 3.439343 -2.166121 0.0 0.0 0.1 0.366
H -0.257285 1.284863 -3.068283 0.0 0.0 0.0 -0.156
H -1.732966 1.811763 -3.903136 0.0 0.1 -0.1 0.464
C 2.779438 4.024104 2.833822 0.0 0.0 0.0 -1.664
C 3.007305 3.092491 1.685400 -0.1 0.0 0.1 0.570
C 3.012775 3.445767 0.403533 0.0 0.0 -0.1 -1.234
C 3.189044 2.455729 -0.698471 -0.2 -0.1 -0.1 2.414
N 2.618710 0.792837 1.150501 0.0 -0.2 -0.3 0.354
N 3.222551 1.738425 2.024208 0.1 0.1 0.0 -0.681
C 2.750805 2.941478 -2.064342 0.0 0.0 0.1 -2.174
H 2.999668 5.050312 2.546440 0.0 0.0 0.0 0.417
H 3.410562 3.760019 3.686862 0.0 0.0 0.0 0.440
H 1.733018 3.976158 3.149089 0.0 0.0 0.0 0.205
H 2.828030 4.475070 0.122280 0.0 0.0 0.0 0.403
H 2.948028 1.512690 2.967709 0.0 0.0 0.0 0.339
H 3.590705 3.403830 -2.587202 0.0 0.0 0.0 0.342
H 1.957488 3.677352 -1.943323 0.0 0.0 0.0 0.523
H 2.360707 2.149232 -2.699298 0.0 0.0 0.0 0.341
C 2.338927 -7.412068 -1.018006 0.0 0.0 0.0 -1.087
C 3.309061 -6.327301 -1.490861 -0.1 0.0 0.1 -0.396
C 3.152642 -5.056559 -0.711930 0.2 0.1 0.1 0.222
N 2.076182 -4.361320 -0.663701 -0.1 0.1 0.1 -0.454
N 2.167275 -3.242188 0.127732 0.0 0.0 0.0 0.178
C 3.339257 -3.090140 0.669287 0.1 -0.2 -0.1 0.223
N 3.692609 -2.070901 1.503685 0.0 0.0 0.0 -0.410
S 4.443902 -4.367689 0.242879 -0.1 0.0 0.0 -0.260
H 2.459497 -8.316810 -1.614206 0.0 0.0 0.0 0.370
H 1.310400 -7.065790 -1.115604 0.0 0.0 0.0 0.260
H 2.517970 -7.665456 0.028512 0.0 0.0 0.0 0.311
H 3.126101 -6.101551 -2.542735 0.0 0.0 0.0 0.244
H 4.338192 -6.676232 -1.409175 0.0 0.0 0.0 0.347
H 3.265985 -1.153626 1.340126 -0.3 0.1 0.1 0.232
H 4.674632 -2.004321 1.711390 0.0 0.0 0.0 0.297
```
Positions in Å, forces in eV/Å.

Results
Total energy (Eh): -3494.57611
Gap between HOMO and LUMO (eV): 7.776
Energy relative to the best compared isomer or geometry (same formula, charge and spin) (kcal/mol): 50.64
E_LUMO (eV): 0.19
Highest occupied orbital energy (eV): -7.58

The ion CH6N3S with charge +1 in a non-equilibrium geometry. Source: the Open Molecules 2025 dataset; level of theory: wB97M-V/def2-TZVPD.

```
11
Properties=species:S:1:pos:R:3:forces:R:3:mulliken_charge:R:1
C -0.330608 -0.866659 -0.265028 2.2 -1.4 -0.2 -0.419
N -0.507166 0.499224 -0.431937 -1.5 1.0 -1.0 -0.198
N 1.137853 -1.174592 0.070552 -1.4 2.2 -2.6 -0.262
N 0.445896 1.219283 0.199424 2.0 0.0 3.0 -0.331
S 2.072669 0.181058 -0.070474 -0.4 -0.3 -0.2 0.164
H -0.974211 -1.100724 0.537963 -0.4 -1.6 0.8 0.330
H -0.450411 -1.313272 -1.220259 -1.1 -0.8 -0.5 0.330
H -0.672760 0.721925 -1.411792 0.6 0.7 0.4 0.327
H 1.217097 -1.721652 0.845068 0.5 -1.4 3.0 0.291
H 0.536821 2.072782 -0.312163 0.3 1.3 0.4 0.351
H 0.406639 1.271800 1.323403 -0.6 0.3 -3.2 0.416
```
Positions in Å, forces in eV/Å.

Results
Total energy (Eh): -603.78924
Gap between HOMO and LUMO (eV): 9.036
Energy relative to the best compared isomer or geometry (same formula, charge and spin) (kcal/mol): 68.72
SMILES: C1N[NH2+]SN1
Total charge: +1
E_LUMO (eV): -4.87
Highest occupied orbital energy (eV): -13.90

A cluster of 2 separate species, C2H8N2S2 in total in a non-equilibrium geometry. Source: the Open Molecules 2025 dataset; level of theory: wB97M-V/def2-TZVPD.

```
14
Properties=species:S:1:pos:R:3:forces:R:3:mulliken_charge:R:1
C -0.091743 2.510216 -2.221469 3.6 -1.4 -0.5 -0.739
S 0.982678 1.147305 -3.009926 0.1 0.3 -0.1 -0.059
S 0.406299 0.774777 -4.988214 0.1 0.6 0.8 -0.209
H 0.102670 2.307733 -1.200102 -0.9 -0.8 1.2 0.265
H -0.958156 2.307094 -2.709526 -3.1 0.0 -0.4 0.290
H 0.326014 3.471837 -2.306074 0.3 1.3 -1.1 0.296
H -0.542798 -0.146588 -4.767161 0.0 0.0 0.1 0.156
N 0.075215 -1.830536 1.956572 0.4 -5.2 0.7 -0.441
C 0.029002 -1.925145 3.308004 0.8 0.3 2.3 0.094
N 0.029995 -0.886238 4.092889 -1.1 -2.1 1.7 -0.635
H -0.083722 -0.992665 1.622050 -0.9 5.3 -2.1 0.249
H -0.372027 -2.567214 1.393911 0.6 0.5 0.7 0.229
H 0.207257 -2.968411 3.660988 -0.7 0.6 -0.1 0.270
H -0.110684 -1.202162 5.168060 0.9 0.7 -3.4 0.235
```
Positions in Å, forces in eV/Å.

Results
Total energy (Eh): -986.83006
Gap between HOMO and LUMO (eV): 9.675
Energy relative to the best compared isomer or geometry (same formula, charge and spin) (kcal/mol): 32.98
SMILES: [H]/N=C/N.CSS
E_LUMO (eV): 0.46
Highest occupied orbital energy (eV): -9.22

- Which value of gap between HOMO and LUMO does entry 3 give?
  9.675 eV

- The highest total energy belongs to which entry?
  CH6N3S